{
  "formula": "C12H6Br5NO2Pb",
  "method": "wB97M-V/def2-TZVPD",
  "elements": ["Pb", "Br", "C", "C", "Br", "C", "Br", "C", "O", "C", "O", "C", "Br", "C", "C", "C", "C", "C", "Br", "N", "C", "H", "H", "H", "H", "H", "H"],
  "coordinates": [[-0.3105, -3.8863, -1.3247], [-2.1076, 2.6652, 0.6607], [-1.0570, 0.9956, 0.4893], [1.5244, 1.0580, 0.0250], [2.1870, 2.4768, 1.0028], [2.2307, -0.0799, -0.2849], [4.0187, -0.4094, 0.1499], [1.3980, -1.0147, -1.0194], [1.6315, -2.1847, -1.3025], [-1.0531, -1.2113, -0.5885], [-1.6468, -2.0164, -1.4603], [-1.8929, -0.1242, 0.0087], [-3.6865, -0.1642, -0.0935], [-0.0198, 2.1902, -1.5660], [0.1386, 1.0503, -0.5662], [-0.5641, 0.6493, 1.8839], [-0.1787, -0.5423, 2.3457], [-0.1241, -1.8160, 1.6440], [0.5621, -3.2451, 2.6632], [-0.4458, -2.0886, 0.4361], [0.0825, -0.3317, -1.2552], [0.0738, 3.1620, -1.0873], [-0.9873, 2.1379, -2.0622], [0.7645, 2.1142, -2.3190], [-0.5471, 1.4896, 2.5705], [0.1488, -0.5923, 3.3764], [-0.1389, -0.2810, -2.3262]],
  "forces_ev_per_angstrom": [[-0.137, 1.309, 0.212], [0.504, -0.568, -0.007], [-0.239, 0.990, 0.160], [0.607, -1.106, -0.170], [-0.186, -0.170, -0.142], [0.401, 0.893, 0.373], [-0.481, -0.044, -0.097], [0.023, 0.345, 0.254], [-0.234, -0.227, -0.256], [0.580, 0.228, -0.409], [0.100, -1.116, -0.425], [-0.981, 0.094, -0.095], [0.945, -0.127, 0.095], [0.031, 0.047, -0.084], [-0.045, 0.142, -0.302], [-0.145, -0.375, 0.315], [-0.136, 0.458, 0.414], [-0.031, -0.594, -0.767], [-0.053, 0.191, -0.196], [-0.027, -0.238, 1.149], [-0.454, -0.194, -0.003], [-0.011, -0.003, 0.034], [-0.045, 0.021, -0.047], [0.015, -0.057, -0.051], [0.013, -0.047, -0.087], [0.023, 0.072, -0.016], [-0.037, 0.076, 0.148]],
  "relative_energy_kcal_mol": 61.1,
  "fmax_ha_per_bohr": 0.026,
  "total_charge": 2
}

=====

{
  "formula": "C39H38FN6O4S2Y",
  "method": "wB97M-V/def2-TZVPD",
  "elements": ["Y", "C", "C", "N", "N", "C", "N", "S", "C", "C", "C", "C", "C", "N", "H", "H", "H", "H", "H", "H", "H", "H", "H", "O", "C", "O", "C", "C", "C", "C", "C", "C", "S", "H", "H", "H", "H", "O", "C", "O", "C", "C", "C", "C", "C", "N", "H", "H", "H", "H", "C", "C", "C", "C", "C", "C", "C", "C", "C", "C", "C", "C", "N", "C", "C", "C", "C", "C", "C", "F", "H", "H", "H", "H", "H", "H", "H", "H", "H", "H", "H", "H", "H", "H", "H", "H", "H", "H", "H", "H", "H"],
  "coordinates": [[0.3446, 0.2994, -0.1281], [-3.0294, 0.5991, 3.4893], [-1.7976, 0.7356, 2.6431], [-1.7828, 1.1633, 1.4371], [-2.9914, 1.5841, 0.9482], [-2.9507, 1.9123, -0.3197], [-4.1600, 2.3812, -0.8156], [-1.6456, 1.8743, -1.4349], [-0.4953, 0.3461, 3.2488], [-0.4095, -0.0434, 4.5866], [0.8348, -0.2841, 5.1434], [1.9682, -0.1069, 4.3701], [1.7937, 0.2507, 3.0427], [0.6031, 0.4349, 2.4912], [-3.8996, 0.8923, 2.9138], [-2.9689, 1.2158, 4.3906], [-3.1344, -0.4449, 3.7979], [-4.9474, 2.0933, -0.2533], [-4.2659, 2.2477, -1.8071], [-1.3045, -0.1574, 5.1787], [0.9179, -0.5961, 6.1781], [2.9648, -0.2489, 4.7655], [2.6469, 0.3803, 2.3846], [1.9710, 3.3353, 2.2217], [2.1402, 2.7290, 1.1624], [1.2083, 2.2162, 0.4539], [3.5582, 2.5841, 0.6322], [4.4788, 3.5125, 1.1265], [5.8011, 3.5326, 0.7239], [6.2247, 2.5780, -0.1982], [5.3333, 1.6432, -0.6826], [3.9777, 1.6060, -0.2916], [3.0247, 0.3029, -0.9857], [4.1005, 4.2216, 1.8525], [6.4877, 4.2726, 1.1201], [7.2562, 2.5613, -0.5375], [5.6694, 0.8960, -1.3927], [-1.6264, -3.1075, 2.0850], [-0.7982, -2.4032, 1.5009], [-1.0150, -1.3761, 0.7970], [0.6759, -2.7678, 1.6435], [1.0509, -3.8908, 2.3692], [2.3968, -4.1691, 2.5131], [3.3192, -3.3108, 1.9327], [2.8555, -2.2155, 1.2227], [1.5574, -1.9468, 1.0727], [0.2643, -4.5013, 2.7905], [2.7249, -5.0389, 3.0713], [4.3857, -3.4804, 2.0168], [3.5237, -1.5109, 0.7369], [3.9139, -2.9916, -2.1244], [2.5444, -2.6924, -2.7329], [2.5616, -3.1302, -4.2033], [1.3853, -3.3461, -1.9954], [1.5426, -4.6514, -1.5504], [0.4995, -5.3276, -0.9384], [-0.7328, -4.7133, -0.8635], [-0.9588, -3.4175, -1.3420], [-2.4396, -3.0190, -1.3239], [-2.8605, -1.5883, -1.6216], [-3.1993, -3.9388, -2.2982], [0.1438, -2.6722, -1.8116], [0.0939, -1.2677, -2.0559], [-0.0963, -0.9193, -3.3531], [-0.5714, -1.7670, -4.3814], [-0.7619, -1.3252, -5.6845], [-0.4901, -0.0165, -6.0508], [-0.0098, 0.8516, -5.0677], [0.1710, 0.3975, -3.7900], [0.6676, 1.2609, -2.8731], [4.6649, -2.3346, -2.5696], [4.2190, -4.0272, -2.3140], [3.9271, -2.8230, -1.0503], [2.3933, -1.6156, -2.7019], [2.7122, -4.2138, -4.2744], [3.3848, -2.6390, -4.7323], [1.6332, -2.8777, -4.7120], [2.5049, -5.1376, -1.6680], [0.6444, -6.3259, -0.5388], [-1.5660, -5.2357, -0.4041], [-2.7805, -3.2488, -0.3080], [-2.5720, -1.2656, -2.6218], [-2.4683, -0.8810, -0.9050], [-3.9550, -1.5413, -1.5645], [-2.9028, -3.7201, -3.3288], [-4.2761, -3.7588, -2.2187], [-3.0109, -4.9971, -2.1124], [-0.7878, -2.7990, -4.1336], [-1.1337, -2.0291, -6.4225], [-0.6419, 0.3293, -7.0656], [0.2329, 1.8867, -5.2757]],
  "forces_ev_per_angstrom": [[-0.348, -0.230, 0.197], [0.010, -0.060, 0.009], [0.230, -0.051, 0.208], [-0.097, 0.046, 0.051], [0.222, -0.120, -0.156], [-0.017, 0.049, -0.059], [0.015, -0.031, 0.112], [-0.116, -0.026, 0.079], [-0.142, 0.169, -0.057], [0.044, 0.027, -0.009], [0.001, -0.001, 0.003], [0.031, 0.031, -0.027], [-0.025, 0.010, 0.010], [-0.115, -0.200, -0.113], [-0.002, 0.010, -0.015], [0.013, 0.012, -0.017], [-0.032, 0.008, 0.002], [-0.009, 0.013, -0.024], [0.022, 0.000, -0.016], [-0.011, 0.006, 0.007], [-0.014, 0.006, -0.001], [-0.017, -0.012, 0.010], [0.005, -0.023, -0.003], [0.018, 0.031, -0.008], [-0.065, 0.008, -0.067], [0.158, 0.293, -0.004], [-0.017, 0.031, 0.039], [-0.002, -0.023, -0.021], [-0.030, 0.005, 0.012], [-0.001, 0.018, 0.012], [0.057, 0.006, -0.024], [0.044, -0.035, -0.013], [0.105, 0.046, 0.104], [0.022, -0.003, -0.012], [0.001, -0.011, -0.013], [-0.016, -0.004, 0.001], [-0.031, 0.000, 0.012], [0.023, 0.020, -0.026], [0.003, 0.066, 0.018], [0.097, 0.007, -0.024], [0.017, 0.013, -0.001], [-0.001, 0.015, -0.012], [-0.014, -0.010, 0.021], [0.024, 0.020, -0.015], [-0.070, 0.002, -0.031], [-0.010, -0.089, -0.039], [0.032, -0.003, 0.006], [0.005, 0.000, -0.008], [-0.020, -0.007, 0.003], [0.020, -0.021, 0.023], [0.051, -0.023, 0.010], [-0.049, -0.004, 0.019], [0.023, -0.022, -0.031], [-0.055, -0.003, -0.015], [0.019, 0.070, -0.011], [-0.026, -0.034, 0.012], [-0.009, 0.009, -0.007], [0.061, 0.067, -0.062], [0.019, -0.050, 0.039], [-0.062, 0.066, -0.090], [-0.015, 0.011, -0.029], [0.026, 0.044, -0.019], [-0.012, -0.274, -0.124], [0.008, 0.055, 0.025], [-0.041, 0.017, -0.007], [-0.006, -0.019, 0.019], [-0.002, 0.012, -0.022], [-0.005, 0.008, -0.003], [-0.055, -0.115, -0.065], [0.105, 0.094, 0.136], [-0.028, -0.010, 0.002], [-0.008, 0.027, -0.001], [-0.010, 0.020, 0.010], [0.005, 0.052, 0.016], [-0.006, 0.017, 0.016], [-0.020, -0.004, 0.014], [0.017, -0.001, 0.000], [-0.015, -0.010, 0.015], [-0.007, 0.014, 0.001], [0.021, -0.012, -0.003], [-0.020, 0.013, -0.013], [0.017, -0.012, -0.026], [0.044, 0.017, 0.045], [0.021, 0.002, 0.002], [0.004, 0.000, 0.019], [0.027, -0.016, 0.006], [-0.001, 0.005, 0.003], [-0.004, -0.003, 0.019], [0.004, 0.014, -0.005], [0.002, -0.006, 0.009], [-0.011, -0.017, -0.026]],
  "relative_energy_kcal_mol": 0.0,
  "fmax_ha_per_bohr": 0.009,
  "total_charge": -2
}